[1]
Entry from the OMol25 dataset: a structure of composition C35H26CeF10N6O3S at a distorted geometry (wB97M-V/def2-TZVPD).

Values from the calculation:
LUMO level (spin up / spin down): -1.55 / -1.54 eV
HOMO level (spin up / spin down): -7.1 / -7.1 eV
electronic energy: -102737.9665 eV

Cartesian coordinates (Å):
1 Ce -0.36354 -0.09617 0.37945
2 C -4.99603 2.61608 -0.31215
3 O -3.95987 2.84467 -1.25725
4 C -2.93259 3.60526 -0.73927
5 C -2.91711 4.96489 -0.94017
6 C -1.87828 5.75873 -0.44404
7 C -0.86523 5.15790 0.26236
8 C -0.84817 3.76784 0.46985
9 C 0.25497 3.20609 1.21088
10 N 0.42989 1.95076 1.40005
11 N 1.59479 1.60384 2.08580
12 C 1.48900 0.42220 2.63377
13 O 0.42050 -0.30973 2.59118
14 C 2.69946 -0.11881 3.30895
15 C 3.95526 0.44393 3.10801
16 C 5.06513 -0.10425 3.73072
17 C 4.92824 -1.20867 4.56100
18 C 3.67581 -1.77048 4.76466
19 C 2.56447 -1.22990 4.13500
20 C -1.88285 2.95081 -0.04149
21 O -1.90464 1.65448 0.10070
22 H -5.55856 3.53622 -0.12904
23 H -4.58566 2.25235 0.63472
24 H -5.65656 1.86141 -0.73553
25 H -3.73277 5.40256 -1.50391
26 H -1.87950 6.82585 -0.61635
27 H -0.05053 5.74852 0.66502
28 H 0.99559 3.88262 1.64111
29 H 4.05251 1.30166 2.45722
30 H 6.04244 0.32995 3.56416
31 H 5.79842 -1.63312 5.04525
32 H 3.56465 -2.63206 5.41054
33 H 1.58373 -1.66637 4.26874
34 C -3.89530 -0.82582 -0.10684
35 N -2.61387 -1.10499 -0.77615
36 C -2.52290 -2.55836 -0.96355
37 C -1.17128 -3.03778 -1.44311
38 N -0.11364 -2.45579 -0.63716
39 C 1.15356 -2.84602 -0.98332
40 C 2.20801 -2.32614 -0.21408
41 F 1.83640 -1.52446 0.80394
42 C 3.54797 -2.55446 -0.41081
43 F 4.45205 -1.99237 0.38465
44 C 3.93287 -3.37770 -1.45803
45 F 5.21918 -3.63173 -1.69054
46 C 2.94622 -3.93020 -2.25688
47 F 3.29452 -4.72377 -3.26993
48 C 1.60267 -3.67599 -2.03544
49 F 0.75167 -4.27101 -2.88889
50 C -2.66538 -0.32617 -2.03182
51 C -1.39103 -0.25360 -2.85211
52 N -0.22889 0.07774 -2.03832
53 C 0.94201 0.27934 -2.72409
54 C 1.19720 0.21167 -4.11244
55 F 0.23267 -0.07125 -5.00232
56 C 2.45776 0.43344 -4.64081
57 F 2.62870 0.35919 -5.96063
58 C 3.54520 0.72445 -3.83398
59 F 4.75054 0.93023 -4.36381
60 C 3.35036 0.79294 -2.46407
61 F 4.36079 1.05346 -1.63944
62 C 2.08634 0.57427 -1.97136
63 F 1.91256 0.64098 -0.62496
64 H -4.72984 -1.06062 -0.78297
65 H -3.93494 0.22590 0.16231
66 H -3.99557 -1.42988 0.79026
67 H -3.30903 -2.89877 -1.65507
68 H -2.73317 -3.01083 0.00903
69 H -1.04450 -2.82612 -2.50647
70 H -1.17060 -4.13216 -1.36378
71 H -2.93422 0.68522 -1.73270
72 H -3.47428 -0.71450 -2.66988
73 H -1.58245 0.52645 -3.59704
74 H -1.22432 -1.17345 -3.42045
75 S -2.72100 0.25007 4.55853
76 C -2.42046 -1.41657 4.33645
77 C -2.14001 -1.65672 3.03306
78 N -2.17432 -0.55364 2.21658
79 C -2.46922 0.51556 2.90304
80 H -2.45065 -2.11843 5.15179
81 H -1.88130 -2.61696 2.61109
82 H -2.52007 1.49628 2.45260

Atomic partial charges in e from the Löwdin method, atoms 1 to 8: atom 1 (Ce): 1.428, atom 2 (C): -0.071, atom 3 (O): -0.108, atom 4 (C): -0.222, atom 5 (C): 0.003, atom 6 (C): -0.082, atom 7 (C): -0.046, atom 8 (C): -0.124


[2]
Entry from the OMol25 dataset: a structure of composition C27H30FN3O6SY at a distorted geometry (wB97M-V/def2-TZVPD).

Values from the calculation:
total charge: -1
LUMO level: 2.46 eV
HOMO level: -5.2 eV
electronic energy: -59845.4140 eV

Cartesian coordinates (Å):
1 Y 0.18453 -0.69381 -0.18350
2 O 3.43030 -3.23128 0.50683
3 C 2.47623 -2.50240 0.56711
4 O 2.10319 -1.62567 -0.34812
5 C 1.50536 -2.50659 1.80691
6 O 1.71240 -3.20846 2.75599
7 O 0.49493 -1.66351 1.64337
8 C -2.75843 -0.73630 1.65085
9 C -2.70145 0.29014 2.78112
10 C -3.88303 1.26133 2.66945
11 C -1.38072 1.01992 3.03260
12 C -1.07707 1.26835 4.37083
13 C 0.06921 1.94506 4.74906
14 C 0.94149 2.38228 3.76678
15 C 0.68140 2.15664 2.41560
16 C 1.70112 2.70466 1.41842
17 C 1.25334 4.01818 0.77289
18 C 2.21034 1.73815 0.34647
19 C -0.49089 1.47425 2.04747
20 N -0.72489 1.19263 0.66673
21 C -1.53349 2.08070 -0.01707
22 C -2.14719 3.22962 0.50416
23 C -2.93961 4.06644 -0.27686
24 C -3.16345 3.80512 -1.62006
25 C -2.56231 2.67551 -2.17572
26 C -1.78521 1.87674 -1.37666
27 F -1.18050 0.78607 -1.93697
28 H -3.68463 -1.31241 1.73405
29 H -1.92851 -1.44299 1.68554
30 H -2.78588 -0.25620 0.67138
31 H -2.85322 -0.27352 3.70496
32 H -3.89196 1.77105 1.70258
33 H -3.85617 2.02538 3.45204
34 H -4.82552 0.71260 2.76307
35 H -1.75653 0.89599 5.13205
36 H 0.29280 2.10437 5.79700
37 H 1.85702 2.89576 4.04433
38 H 2.57236 2.93808 2.03588
39 H 0.43086 3.85657 0.07286
40 H 2.08030 4.47101 0.21645
41 H 0.91455 4.73600 1.52440
42 H 1.49914 1.64941 -0.47508
43 H 2.43449 0.75135 0.76355
44 H 3.13729 2.10587 -0.09918
45 H -1.98467 3.46504 1.55043
46 H -3.38655 4.94077 0.18226
47 H -3.78329 4.45524 -2.22348
48 H -2.69059 2.40849 -3.21769
49 N 2.73282 -0.10849 -2.61272
50 N 1.29742 -0.19788 -2.59118
51 H 3.07449 -0.49256 -3.48654
52 H 3.04321 -0.72157 -1.86169
53 H 0.97488 -1.04368 -3.05806
54 H 0.91408 0.59408 -3.08928
55 O 3.85751 -6.00901 -3.47958
56 C 2.97663 -5.26714 -4.19691
57 O 3.17379 -5.10902 -5.37026
58 C 1.83889 -4.64058 -3.44811
59 C 1.67836 -4.73107 -2.07160
60 C 0.61904 -4.10872 -1.43455
61 C -0.29348 -3.31927 -2.13927
62 S -1.52847 -2.35678 -1.30363
63 C -0.14334 -3.26693 -3.53304
64 C 0.89943 -3.91802 -4.17443
65 H 3.58525 -6.02095 -2.55312
66 H 2.39172 -5.24656 -1.43534
67 H 0.52224 -4.19434 -0.36036
68 H -0.85689 -2.68503 -4.10589
69 H 1.01555 -3.85808 -5.24954

Atomic partial charges in e from the natural (NBO) method, atoms 1 to 8: atom 1 (Y): 1.892, atom 2 (O): -0.606, atom 3 (C): 0.694, atom 4 (O): -0.917, atom 5 (C): 0.690, atom 6 (O): -0.584, atom 7 (O): -0.899, atom 8 (C): -0.598


[3]
Entry from the OMol25 dataset: a structure of composition C46H52AsClN4OSbSe4V at a distorted geometry (wB97M-V/def2-TZVPD).

Values from the calculation:
total charge: -2
LUMO level (spin up / spin down): 3.76 / 3.76 eV
HOMO level (spin up / spin down): -0.6 / -0.6 eV
electronic energy: -423527.4275 eV

Cartesian coordinates (Å):
1 V 0.33454 1.76057 1.69440
2 Se -1.31650 -1.00679 6.24139
3 Sb -1.57479 0.77001 4.60078
4 Se -0.93805 0.04073 2.18591
5 Se 0.51205 2.34953 3.88292
6 Se -3.71125 1.87427 4.75007
7 C -1.88960 5.38185 4.16842
8 C -1.52688 5.52215 2.68755
9 C -2.51630 4.84653 1.74294
10 C -3.77720 5.42213 1.59624
11 C -4.74898 4.82265 0.80954
12 C -4.47339 3.60719 0.19601
13 C -3.22988 2.98739 0.31755
14 C -3.03341 1.61717 -0.29440
15 C -3.93851 0.58239 0.38438
16 C -2.25995 3.65088 1.06039
17 N -0.89682 3.16562 1.05953
18 C -0.05302 3.99068 0.48024
19 C 1.34808 3.85392 0.46358
20 C 2.28870 4.76550 -0.04960
21 C 3.53119 4.23099 0.21719
22 C 3.29546 2.98964 0.88823
23 N 2.00648 2.75557 1.03712
24 H -1.31331 6.09760 4.76709
25 H -1.66860 4.38422 4.52647
26 H -2.95568 5.55166 4.34024
27 H -0.52665 5.13260 2.53772
28 H -1.51032 6.58503 2.43835
29 H -3.98580 6.35652 2.11405
30 H -5.72298 5.28890 0.69132
31 H -5.23488 3.11791 -0.40605
32 H -1.99892 1.29794 -0.21210
33 H -3.25939 1.67140 -1.36116
34 H -3.70099 -0.42064 0.04027
35 H -4.99972 0.77601 0.17187
36 H -3.81384 0.61485 1.46628
37 H -0.44918 4.87537 -0.00695
38 H 2.05855 5.70077 -0.53665
39 H 4.49467 4.64191 -0.04601
40 H 4.02326 2.28493 1.26361
41 C 4.01753 -3.32230 0.76862
42 C 4.65826 -1.93499 0.70802
43 N 4.00148 -0.93455 1.53540
44 C 4.32917 -0.86984 2.94696
45 C 3.62067 -1.89441 3.84434
46 C 2.85832 -0.29476 1.07823
47 C 2.66949 -0.16099 -0.41210
48 N 1.99212 0.21008 1.88483
49 H 4.34793 -3.94609 -0.06987
50 H 2.93109 -3.23021 0.72408
51 H 4.26403 -3.84483 1.69692
52 H 5.69880 -1.99416 1.03291
53 H 4.66230 -1.58291 -0.31821
54 H 4.09802 0.13643 3.29022
55 H 5.41089 -0.98727 3.02764
56 H 2.58077 -2.03285 3.53942
57 H 3.61201 -1.55608 4.88407
58 H 4.11473 -2.86918 3.81341
59 H 3.57498 0.22933 -0.88765
60 H 1.83741 0.50900 -0.63171
61 H 2.41510 -1.12082 -0.87336
62 H 2.15071 0.06252 2.87087
63 Cl 1.14412 -0.95087 -3.80679
64 C 1.98302 0.61174 -3.84638
65 C 3.13181 0.67220 -4.61477
66 C 3.89649 1.83346 -4.70737
67 C 3.42616 2.94229 -3.96820
68 C 2.27187 2.89585 -3.22537
69 C 1.42784 1.71757 -3.09571
70 C 0.25747 1.68749 -2.34781
71 H 3.42853 -0.22043 -5.15788
72 H 4.79452 1.87495 -5.31221
73 H 4.00004 3.86705 -3.97511
74 H 1.95831 3.77705 -2.67677
75 H -0.35017 0.79683 -2.26249
76 H -0.10446 2.58627 -1.86506
77 O -0.37177 -1.22084 -0.52682
78 As -1.07786 -2.67117 -0.92723
79 C 0.04002 -3.70692 -2.11253
80 C -0.27018 -3.83016 -3.46164
81 C 0.62085 -4.46348 -4.32548
82 C 1.81367 -4.97482 -3.84150
83 C 2.12914 -4.85010 -2.49042
84 C 1.24544 -4.21489 -1.62872
85 C -2.69540 -2.37397 -1.89595
86 C -3.85186 -3.12045 -1.70191
87 C -4.99388 -2.81403 -2.43839
88 C -4.96513 -1.77106 -3.35850
89 C -3.80165 -1.02848 -3.54828
90 C -2.66089 -1.32395 -2.81407
91 C -1.51363 -3.81946 0.54135
92 C -1.18831 -5.17592 0.56185
93 C -1.47915 -5.93430 1.69243
94 C -2.06742 -5.33233 2.80188
95 C -2.40432 -3.98281 2.77283
96 C -2.14693 -3.23342 1.63370
97 H -1.19315 -3.42328 -3.85127
98 H 0.38219 -4.54086 -5.38039
99 H 2.50591 -5.46335 -4.51704
100 H 3.06877 -5.23272 -2.11195
101 H 1.50063 -4.10758 -0.58478
102 H -3.87093 -3.92065 -0.97202
103 H -5.90583 -3.37885 -2.28146
104 H -5.85841 -1.52670 -3.92266
105 H -3.78315 -0.20886 -4.25688
106 H -1.75752 -0.73362 -2.93263
107 H -0.71680 -5.64468 -0.28900
108 H -1.23246 -6.98939 1.70973
109 H -2.25366 -5.91425 3.69856
110 H -2.82821 -3.48774 3.63904
111 H -2.39766 -2.18505 1.62023

Atomic partial charges in e from the Löwdin method, atoms 1 to 8: atom 1 (V): 0.011, atom 2 (Se): -0.354, atom 3 (Sb): -0.154, atom 4 (Se): 0.284, atom 5 (Se): 0.183, atom 6 (Se): -0.257, atom 7 (C): -0.110, atom 8 (C): -0.198